<a>
Entry from OMol25: a cluster of 2 separate species, C3H9O2 in total (ωB97M-V/def2-TZVPD).

Frontier orbital gap ... 6.62 eV
E_HOMO ... -2.482 eV

Structure (ORCA input):
```
! wB97M-V def2-TZVPD RIJCOSX def2/J DEFGRID3
* xyz -1 1
C 0.6254 0.2949 -0.3584
O 1.6307 -0.0728 -1.1281
C 0.3840 -0.6224 0.8791
C 0.1109 -2.0575 0.4311
H -0.3782 0.3007 -0.8835
H 0.7275 1.3342 0.0857
H -0.4915 -0.2463 1.4396
H 1.2743 -0.5619 1.5133
H 0.0798 -2.7703 1.2599
H 0.8745 -2.3258 -0.3108
H -0.8681 -2.1092 -0.0635
H -1.3412 1.8071 0.1048
H -2.8037 1.4183 0.0735
O -2.2345 2.2012 0.0974
*
```

Results of the natural (NBO) charge analysis, in e, for atoms 1 through 6: 0.0078 -0.9303 -0.4301 -0.6223 0.0348 0.0463



<b>
Entry from OMol25: a cluster of 2 separate species, C3H9O2 in total (ωB97M-V/def2-TZVPD).

Frontier orbital gap ... 6.06 eV
E_HOMO ... -2.076 eV

Structure (ORCA input):
```
! wB97M-V def2-TZVPD RIJCOSX def2/J DEFGRID3
* xyz -1 1
C -2.6658 0.2344 1.2646
O -1.4155 -0.1941 1.6197
H -3.4514 -0.4317 1.7336
H -2.9683 0.1008 0.2063
H -2.7991 1.3479 1.5386
C 1.6678 0.5171 -0.7508
O 2.4323 -0.7411 -0.8674
C 0.2065 0.1802 -1.1244
H 2.1412 1.1664 -1.4922
H 1.8147 0.9770 0.2354
H 1.7864 -1.4295 -0.6954
H 0.2924 -0.2383 -2.1091
H -0.3210 1.1333 -1.1014
H -0.1722 -0.4344 -0.2916
*
```

Results of the natural (NBO) charge analysis, in e, for atoms 1 through 6: -0.2063 -0.9957 0.0795 0.0708 0.0766 -0.0500



Which is more stable than every other structure shown? <a> is more stable than every other one.